(1)
78
Properties=species:S:1:pos:R:3 method="wB97M-V/def2-TZVPD" lumo_energy_ha="0.0921 / 0.0920" e_above_lowest_kcal_mol=10.6 spin_multiplicity=3 total_charge=-1 total_energy_ha=-4374.88063 homo_lumo_gap_ev="5.65 / 7.05" e_homo_ev="-3.1391 / -4.5456"
Ni -0.180 0.096 -0.058
C -4.206 -0.428 -4.906
C -3.874 -1.757 -4.696
C -3.149 -2.127 -3.570
C -2.750 -1.169 -2.644
C -3.080 0.169 -2.868
C -3.809 0.536 -3.987
P -1.790 -1.517 -1.132
C -1.283 -3.253 -1.391
C -1.859 -4.372 -0.797
C -1.369 -5.642 -1.071
C -0.291 -5.809 -1.927
C 0.306 -4.696 -2.507
C -0.185 -3.429 -2.238
C -3.077 -1.561 0.154
C -4.241 -2.272 0.014
C -5.192 -2.301 1.052
C -4.956 -1.603 2.202
C -3.786 -0.822 2.362
C -3.571 -0.065 3.539
C -2.466 0.729 3.630
C -1.530 0.790 2.571
C -1.638 0.052 1.411
C -2.816 -0.773 1.320
H -4.765 -0.140 -5.788
H -4.174 -2.512 -5.413
H -2.886 -3.168 -3.418
H -2.744 0.924 -2.166
H -4.050 1.578 -4.153
H -2.681 -4.252 -0.104
H -1.822 -6.503 -0.595
H 0.093 -6.801 -2.132
H 1.162 -4.813 -3.161
H 0.286 -2.559 -2.682
H -4.435 -2.815 -0.904
H -6.105 -2.872 0.932
H -5.680 -1.619 3.011
H -4.301 -0.114 4.339
H -2.299 1.326 4.521
H -0.686 1.458 2.705
O 1.315 2.492 0.775
C 1.132 1.301 0.965
C 1.821 0.686 2.192
C 2.375 1.470 3.198
C 2.906 0.876 4.330
C 2.883 -0.511 4.467
C 2.343 -1.300 3.464
C 1.817 -0.701 2.322
P 1.126 -1.599 0.890
C 0.487 -3.131 1.651
C 0.854 -4.413 1.256
C 0.256 -5.525 1.835
C -0.726 -5.369 2.799
C -1.112 -4.091 3.187
C -0.509 -2.980 2.621
C 2.627 -2.118 -0.017
C 2.786 -1.667 -1.324
C 3.923 -2.012 -2.047
C 4.903 -2.805 -1.472
C 4.758 -3.243 -0.160
C 3.630 -2.895 0.564
H 2.364 2.546 3.068
H 3.330 1.485 5.120
H 3.286 -0.975 5.360
H 2.314 -2.378 3.580
H 1.597 -4.549 0.480
H 0.550 -6.517 1.513
H -1.198 -6.238 3.243
H -1.888 -3.956 3.930
H -0.815 -1.985 2.925
H 2.039 -1.013 -1.764
H 4.039 -1.643 -3.059
H 5.788 -3.072 -2.036
H 5.528 -3.850 0.300
H 3.528 -3.229 1.590
O 1.200 1.721 -4.054
S 0.380 1.778 -2.834
N 0.417 0.669 -1.874


(2)
85
Properties=species:S:1:pos:R:3 method="wB97M-V/def2-TZVPD" lumo_energy_ha=0.0078 e_above_lowest_kcal_mol=8.7 total_charge=0 total_energy_ha=-3292.97639 homo_lumo_gap_ev=8.35 e_homo_ev=-8.1384
Y -0.039 -0.760 -0.150
C -1.403 4.637 -4.179
C -0.054 4.759 -3.888
C 0.515 4.019 -2.856
C -0.269 3.149 -2.110
C -1.629 3.023 -2.414
C -2.195 3.766 -3.438
P 0.353 2.098 -0.764
C 2.157 2.374 -0.745
C 2.920 1.661 -1.668
C 4.302 1.780 -1.687
C 4.939 2.606 -0.770
C 4.187 3.313 0.159
C 2.802 3.201 0.169
C -0.277 2.853 0.770
C -0.274 4.215 0.923
C -0.736 4.815 2.112
C -1.209 4.023 3.118
C -1.265 2.615 2.975
C -1.812 1.815 4.017
C -1.921 0.470 3.858
C -1.482 -0.139 2.651
C -0.922 0.558 1.602
C -0.807 1.988 1.790
H -1.841 5.216 -4.981
H 0.566 5.433 -4.465
H 1.572 4.121 -2.642
H -2.254 2.349 -1.836
H -3.250 3.662 -3.656
H 2.437 0.986 -2.366
H 4.879 1.216 -2.408
H 6.017 2.696 -0.779
H 4.677 3.957 0.878
H 2.226 3.746 0.906
H 0.089 4.848 0.120
H -0.720 5.891 2.219
H -1.575 4.462 4.039
H -2.153 2.305 4.922
H -2.345 -0.138 4.650
H -1.598 -1.219 2.582
O 1.828 -4.256 -4.789
C 1.121 -3.264 -5.306
O 0.815 -3.211 -6.471
C 0.714 -2.170 -4.378
C -0.006 -1.072 -4.804
N -0.202 -0.289 -3.732
N 0.347 -0.812 -2.626
C 0.903 -1.954 -3.005
C 1.601 -2.770 -1.948
O 2.176 -3.801 -2.295
O 1.537 -2.278 -0.776
H 1.983 -4.105 -3.816
H -0.366 -0.819 -5.786
H -0.688 0.593 -3.678
I -7.160 -6.244 -0.029
C -5.507 -4.995 -0.078
C -5.120 -4.321 1.073
C -4.004 -3.498 1.037
C -3.302 -3.334 -0.149
C -3.701 -4.001 -1.297
C -4.801 -4.846 -1.264
C -2.117 -2.433 -0.206
O -2.109 -1.485 -1.044
O -1.138 -2.622 0.581
H -5.681 -4.443 1.989
H -3.683 -2.979 1.931
H -3.155 -3.859 -2.221
H -5.108 -5.377 -2.155
C 3.982 -0.140 2.486
S 2.232 0.168 2.435
O 1.913 -0.104 0.968
C 1.640 -1.237 3.328
C 1.529 -2.460 2.679
C 0.979 -3.525 3.375
C 0.576 -3.363 4.695
C 0.705 -2.134 5.330
C 1.227 -1.051 4.638
H 4.171 -1.204 2.367
H 4.377 0.231 3.431
H 4.401 0.430 1.656
H 1.836 -2.575 1.644
H 0.853 -4.478 2.879
H 0.143 -4.198 5.229
H 0.373 -2.012 6.352
H 1.277 -0.071 5.097


(3)
81
Properties=species:S:1:pos:R:3 method="wB97M-V/def2-TZVPD" lumo_energy_ha="-0.1640 / -0.2060" e_above_lowest_kcal_mol=138.6 spin_multiplicity=3 total_charge=+1 total_energy_ha=-4850.07164 homo_lumo_gap_ev="6.35 / 5.20" e_homo_ev="-10.8151 / -10.8090"
Au -1.220 0.774 0.216
S 1.491 5.738 -0.686
C 2.326 4.172 -0.723
C 3.674 4.283 -0.395
C 4.540 3.233 -0.613
C 4.071 2.061 -1.195
C 2.739 1.937 -1.525
C 1.836 2.974 -1.272
N 0.532 2.808 -1.654
C -0.493 3.133 -0.992
C -2.792 3.419 -0.430
C -4.106 4.019 -0.558
C -5.081 3.690 0.311
C -4.889 2.665 1.287
C -3.732 1.977 1.391
C -2.579 2.308 0.566
H 4.024 5.219 0.009
H 5.582 3.340 -0.355
H 4.753 1.250 -1.401
H 2.355 1.046 -1.999
H -4.264 4.690 -1.389
H -6.051 4.159 0.249
H -5.718 2.408 1.928
H -3.622 1.173 2.101
O 0.754 -0.930 3.512
C 0.590 -0.274 2.498
O -0.514 0.309 2.239
C 1.725 -0.144 1.477
C 1.399 -0.960 0.239
Ge 0.946 -2.893 0.637
C -0.871 -2.837 1.448
C -1.918 -2.377 0.659
C -3.193 -2.266 1.190
C -3.419 -2.604 2.513
C -2.379 -3.067 3.298
C -1.108 -3.192 2.762
C 2.320 -3.751 1.788
C 2.531 -3.343 3.095
C 3.536 -3.916 3.856
C 4.325 -4.915 3.309
C 4.119 -5.327 2.003
C 3.114 -4.754 1.243
C 0.777 -3.790 -1.125
C 0.249 -5.076 -1.185
C 0.071 -5.712 -2.399
C 0.421 -5.070 -3.575
C 0.944 -3.789 -3.531
C 1.121 -3.158 -2.314
H 2.636 -0.517 1.946
H 1.859 0.910 1.213
H 2.231 -0.904 -0.467
H 0.514 -0.519 -0.264
H -1.747 -2.150 -0.389
H -4.009 -1.919 0.570
H -4.410 -2.510 2.932
H -2.550 -3.326 4.332
H -0.299 -3.557 3.376
H 1.918 -2.560 3.528
H 3.698 -3.590 4.873
H 5.098 -5.377 3.906
H 4.741 -6.097 1.571
H 2.951 -5.073 0.223
H -0.026 -5.573 -0.263
H -0.342 -6.708 -2.429
H 0.288 -5.567 -4.524
H 1.216 -3.284 -4.445
H 1.534 -2.158 -2.288
S -0.629 5.572 -0.195
C -0.651 3.806 0.375
N -1.998 3.621 0.798
C -1.809 3.596 -1.603
C -2.248 3.085 -2.915
C -2.447 3.913 -3.965
C -2.219 5.307 -3.881
C -1.712 5.866 -2.725
C -1.487 5.068 -1.629
H 0.089 3.623 1.153
H -2.441 2.027 -2.995
H -2.795 3.509 -4.903
H -2.403 5.929 -4.740
H -1.473 6.917 -2.686